Entry 1:
The following is a DFT calculation (ωB97M-V with the def2-TZVPD basis set) of a 2-piece molecular cluster, C3H10N3O overall.

```
! wB97M-V def2-TZVPD RIJCOSX def2/J DEFGRID3
* xyz -1 1
N 1.399 1.288 0.581
C 1.624 1.466 1.890
N 1.306 0.653 2.826
H 1.842 1.966 -0.015
H 1.122 0.346 0.138
H 2.091 2.434 2.120
H 1.564 1.063 3.719
C -2.046 -0.264 -0.776
N -1.514 -1.555 -1.179
C -0.100 -1.407 -1.633
O 0.740 -0.889 -0.725
H -1.425 0.248 -0.036
H -3.065 -0.368 -0.386
H -2.098 0.382 -1.656
H -1.453 -2.135 -0.348
H -0.176 -0.792 -2.572
H 0.190 -2.435 -1.947
*
```

Calculated values
**Orbital gap**: 0.2639 Ha
**LUMO**: 3.917 eV
**Total energy**: -9790.951 eV
**HOMO energy**: -3.26 eV

---

Entry 2:
The following is a DFT calculation (ωB97M-V with the def2-TZVPD basis set) of a 2-piece molecular cluster, C5H16N3 overall.

```
! wB97M-V def2-TZVPD RIJCOSX def2/J DEFGRID3
* xyz 1 3
C -0.198 -1.904 0.115
C -2.688 0.106 0.171
C 1.961 -0.041 -1.288
C -0.288 -0.509 0.578
C -1.218 0.433 -0.140
N 2.275 0.363 1.087
N 1.443 0.433 -0.026
N -0.827 1.804 0.191
H -1.096 -2.432 0.449
H 0.650 -2.425 0.552
H -0.169 -1.974 -0.969
H -3.321 0.870 -0.275
H -2.873 0.082 1.242
H -2.964 -0.852 -0.259
H 2.839 0.548 -1.574
H 2.261 -1.087 -1.206
H 1.208 0.065 -2.063
H -0.141 -0.324 1.636
H -1.078 0.314 -1.222
H 2.860 1.183 1.218
H 2.846 -0.478 1.077
H 0.904 1.328 -0.044
H -1.071 2.024 1.152
H -1.313 2.470 -0.400
*
```

Calculated values
**Orbital gap (spin up / spin down)**: 0.2628 / 0.2418 Ha
**LUMO (spin up / spin down)**: -2.887 / -7.297 eV
**Total energy**: -9903.197 eV
**HOMO energy (spin up / spin down)**: -10.04 / -13.88 eV

---

Entry 3:
The following is a DFT calculation (ωB97M-V with the def2-TZVPD basis set) of C40H48N3O4PPtTe3 as an isolated structure.

```
! wB97M-V def2-TZVPD RIJCOSX def2/J DEFGRID3
* xyz -1 2
Pt 0.451 -1.039 0.645
N 5.684 2.731 -1.186
C 4.437 2.555 -0.598
C 4.275 1.735 0.518
C 3.018 1.609 1.077
N 1.933 2.230 0.618
C 2.100 3.022 -0.441
C 3.312 3.223 -1.076
H 6.335 1.978 -1.029
H 5.660 3.020 -2.151
H 5.113 1.188 0.932
H 2.865 0.954 1.929
H 1.204 3.514 -0.812
H 3.374 3.872 -1.941
Te 1.615 -3.141 -0.027
C 3.004 -3.266 1.580
C 3.998 -4.243 1.515
C 4.910 -4.400 2.549
C 4.843 -3.581 3.669
C 3.857 -2.607 3.742
C 2.946 -2.451 2.707
H 4.061 -4.892 0.648
H 5.673 -5.166 2.480
H 5.550 -3.706 4.480
H 3.781 -1.970 4.615
H 2.169 -1.699 2.787
C -1.728 7.881 -2.201
C -1.581 6.712 -1.263
C -0.526 6.635 -0.367
C -0.385 5.562 0.512
C 0.801 5.558 1.444
C -1.334 4.529 0.501
Te -1.077 2.870 1.837
N -0.465 -0.438 2.131
C -0.596 -0.353 3.443
O -0.955 0.672 4.049
C -0.283 -1.605 4.238
C 0.111 -1.440 5.561
C 0.462 -2.540 6.329
C 0.403 -3.817 5.784
C -0.013 -3.986 4.471
C -0.350 -2.884 3.698
C -3.023 3.009 2.704
C -3.900 1.923 2.664
C -3.558 0.593 2.047
C -5.158 2.039 3.260
C -5.564 3.192 3.903
C -6.921 3.297 4.546
C -4.670 4.256 3.955
C -3.410 4.183 3.378
C -2.499 5.374 3.506
C -2.385 4.576 -0.428
C -3.397 3.470 -0.540
C -2.496 5.669 -1.282
H -0.920 8.600 -2.062
H -2.673 8.402 -2.035
H -1.714 7.556 -3.243
H 0.212 7.431 -0.345
H 1.424 6.436 1.271
H 1.417 4.668 1.306
H 0.482 5.552 2.488
H 0.134 -0.436 5.965
H 0.785 -2.403 7.354
H 0.683 -4.677 6.380
H -0.062 -4.977 4.038
H -0.648 -3.015 2.666
H -2.656 0.636 1.442
H -4.389 0.235 1.436
H -3.376 -0.147 2.831
H -5.830 1.186 3.220
H -7.502 2.388 4.388
H -7.488 4.136 4.137
H -6.833 3.457 5.623
H -4.959 5.168 4.468
H -2.970 6.150 4.110
H -2.261 5.797 2.528
H -1.556 5.085 3.972
H -2.897 2.499 -0.571
H -3.997 3.588 -1.444
H -4.068 3.458 0.321
H -3.317 5.695 -1.993
C -4.486 -1.407 -1.290
C -3.191 -0.816 -1.793
O -2.287 -1.897 -2.051
P -0.855 -1.640 -2.731
O -0.144 -2.929 -2.826
Te 0.270 0.198 -1.631
O -1.230 -0.991 -4.160
C -1.713 -1.882 -5.183
C -0.571 -2.381 -6.042
H -5.200 -0.610 -1.075
H -4.312 -1.973 -0.375
H -4.921 -2.075 -2.034
H -2.745 -0.150 -1.051
H -3.346 -0.244 -2.713
H -2.426 -1.300 -5.768
H -2.248 -2.716 -4.723
H -0.019 -1.538 -6.459
H -0.958 -2.985 -6.865
H 0.107 -2.985 -5.442
*
```

Calculated values
**Orbital gap (spin up / spin down)**: 0.2334 / 0.2055 Ha
**LUMO (spin up / spin down)**: 1.870 / 1.073 eV
**Total energy**: -89338.780 eV
**HOMO energy (spin up / spin down)**: -4.48 / -4.52 eV

---

Entry 4:
The following is a DFT calculation (ωB97M-V with the def2-TZVPD basis set) of a 2-piece molecular cluster, H5NO2Si overall.

```
! wB97M-V def2-TZVPD RIJCOSX def2/J DEFGRID3
* xyz 0 1
N 0.951 1.129 0.331
O -1.657 0.440 -0.255
O 0.199 -1.142 -1.283
Si -0.142 -0.161 0.009
H 1.977 1.022 0.342
H 0.624 1.885 0.919
H -2.022 0.484 -1.097
H 0.341 -1.972 -0.763
H -0.269 -1.686 1.797
*
```

Calculated values
**Orbital gap**: 0.3488 Ha
**LUMO**: 0.415 eV
**Total energy**: -13544.698 eV
**HOMO energy**: -9.08 eV

---

Entry 5:
The following is a DFT calculation (ωB97M-V with the def2-TZVPD basis set) of an isolated ion of composition C5H9I2N2 and charge +1.

```
! wB97M-V def2-TZVPD RIJCOSX def2/J DEFGRID3
* xyz 1 1
C 1.050 2.517 -0.274
C 1.191 1.341 -0.254
N 1.007 -0.043 -0.326
N 2.318 -0.669 -0.480
C 0.174 -0.660 0.797
I 0.256 0.388 2.674
C -1.261 -0.856 0.341
C -1.973 0.396 -0.173
I -1.227 -2.426 -1.129
H 0.945 3.568 -0.295
H 0.477 -0.255 -1.183
H 2.275 -1.267 -1.298
H 2.498 -1.272 0.314
H 0.590 -1.626 1.023
H -1.797 -1.229 1.199
H -2.693 0.105 -0.924
H -2.518 0.873 0.628
H -1.314 1.116 -0.640
*
```

Calculated values
**Orbital gap**: 0.3608 Ha
**SMILES string**: C#C[N@@H+](N)[C@@H](I)[C@@H](C)I
**LUMO**: -3.818 eV
**Total energy**: -24501.591 eV
**HOMO energy**: -13.64 eV

---

Entry 6:
The following is a DFT calculation (ωB97M-V with the def2-TZVPD basis set) of an isolated molecule of C4H6O2.

```
! wB97M-V def2-TZVPD RIJCOSX def2/J DEFGRID3
* xyz 0 1
O 1.384 -1.204 -0.391
C 0.217 -1.240 -1.051
C -0.686 0.661 0.161
C 0.152 0.712 1.348
O 0.801 1.285 0.241
C -0.734 -0.305 -0.915
H 1.531 -0.221 -0.144
H 0.032 -2.101 -1.689
H -1.634 1.209 0.267
H -0.145 1.521 2.008
H 0.579 -0.157 1.833
H -1.481 -0.159 -1.689
*
```

Calculated values
**Orbital gap**: 0.3550 Ha
**SMILES string**: O/C=C\[C@H]1CO1
**LUMO**: 0.996 eV
**Total energy**: -8337.361 eV
**HOMO energy**: -8.66 eV

---

Entry 7:
The following is a DFT calculation (ωB97M-V with the def2-TZVPD basis set) of C19H22LiN4S3SbSe4 as an isolated structure.

```
! wB97M-V def2-TZVPD RIJCOSX def2/J DEFGRID3
* xyz -2 1
Li 0.232 0.116 1.203
Se -0.736 -3.601 0.688
Sb 0.153 -2.243 -1.142
Se -1.870 -0.322 -1.168
Se 2.081 -1.051 -0.014
Se -2.690 -0.886 -3.205
S -0.402 1.421 -1.486
C -1.131 2.874 -0.939
N -2.058 3.562 -1.800
C -2.532 4.843 -1.347
C -1.439 5.539 -0.558
N -1.087 4.717 0.573
C -0.616 5.415 1.750
C 0.744 6.065 1.564
C 1.918 5.320 1.675
C 3.153 5.919 1.462
C 3.237 7.270 1.143
C 2.075 8.022 1.042
C 0.840 7.418 1.250
C -0.810 3.364 0.315
S -0.204 2.385 1.623
C -2.168 3.265 -3.212
C -1.406 4.247 -4.076
C -2.057 5.187 -4.869
C -1.339 6.119 -5.614
C 0.048 6.121 -5.568
C 0.709 5.185 -4.778
C -0.011 4.260 -4.037
H -3.413 4.736 -0.698
H -2.813 5.456 -2.207
H -1.792 6.508 -0.194
H -0.581 5.712 -1.225
H -0.585 4.695 2.564
H -1.346 6.198 1.984
H 1.844 4.264 1.914
H 4.054 5.320 1.540
H 4.203 7.732 0.968
H 2.130 9.076 0.795
H -0.067 8.011 1.170
H -3.225 3.249 -3.502
H -1.781 2.261 -3.373
H -3.142 5.179 -4.912
H -1.864 6.842 -6.228
H 0.611 6.846 -6.145
H 1.793 5.176 -4.744
H 0.502 3.529 -3.419
N 1.753 -1.879 5.554
C 1.531 -1.268 4.352
N 2.350 -1.647 3.364
S 0.305 -0.131 4.209
H 2.578 -2.428 5.713
H 1.241 -1.520 6.337
H 2.881 -2.497 3.474
H 2.082 -1.465 2.386
*
```

Calculated values
**Orbital gap**: 0.1878 Ha
**LUMO**: 4.168 eV
**Total energy**: -326659.663 eV
**HOMO energy**: -0.94 eV

---

Entry 8:
The following is a DFT calculation (ωB97M-V with the def2-TZVPD basis set) of a 8-piece molecular cluster, C6H27NO7 overall.

```
! wB97M-V def2-TZVPD RIJCOSX def2/J DEFGRID3
* xyz 0 1
C -0.104 1.405 2.658
N 0.510 0.922 1.414
C 0.290 1.809 0.265
C 0.806 1.175 -1.026
C 0.212 -0.169 -1.338
C 0.371 -0.960 -2.387
C 0.999 3.175 0.449
H -0.015 2.483 2.816
H -1.164 1.174 2.583
H 0.366 0.866 3.465
H 1.501 0.776 1.561
H -0.788 1.922 0.178
H 0.608 1.849 -1.862
H 1.902 1.125 -0.972
H -0.552 -0.472 -0.646
H -0.340 -1.771 -2.530
H 1.113 -0.961 -3.177
H 1.610 3.476 -0.400
H 1.548 3.221 1.378
H 0.238 3.961 0.485
H 0.274 -2.183 2.254
H 0.154 -0.980 1.154
O 0.352 -1.925 1.335
H 2.000 -2.451 0.808
H 3.251 -3.341 0.953
O 2.949 -2.491 0.618
H -0.762 -3.389 -0.584
H -1.481 -3.028 0.616
O -1.676 -3.243 -0.300
H -2.926 -0.093 -0.463
H -3.154 0.683 0.748
O -2.702 0.789 -0.102
H -2.894 -2.099 -1.310
H -4.382 -2.115 -1.805
O -3.682 -1.557 -1.462
H 3.499 -0.874 1.262
H 4.819 -0.100 1.332
O 3.898 -0.048 1.599
H -2.716 1.168 -3.809
H -1.776 0.759 -2.645
O -2.155 1.510 -3.109
*
```

Calculated values
**Orbital gap**: 0.3419 Ha
**SMILES string**: C=CC[C@H](C)NC.O.O.O.O.O.O.O
**LUMO**: 0.200 eV
**Total energy**: -22482.406 eV
**HOMO energy**: -9.10 eV